[1]
ORCA calculation (ωB97M-V/def2-TZVPD) on 2 unconnected molecules or ions with the total composition C10H8O.

Results
Frontier orbital gap in eV: 7.298
HOMO energy in hartree: -0.301
Energy relative to the best compared isomer or geometry (same formula, charge and spin) in kJ/mol: 530.9
Spin multiplicity: 1
Electronic energy in eV: -12541.8871

Element x y z (Å)
C -1.391 1.001 -0.104
C -2.381 0.075 -0.083
C -2.256 -1.397 -0.038
C -1.037 -1.739 0.118
C 0.063 -0.878 0.157
C 1.367 -1.347 0.045
C 2.496 -0.498 -0.109
C 2.353 0.903 0.022
C 1.133 1.439 0.036
C -0.134 0.563 0.068
H -0.586 3.006 0.821
H -3.494 0.369 -0.113
H -3.110 -2.005 0.066
H -0.756 -2.800 0.093
H 1.552 -2.431 -0.513
H 3.431 -0.892 -0.363
H 3.118 1.633 0.036
H 1.301 2.637 -0.046
O -1.671 2.360 -0.093

***

[2]
ORCA calculation (ωB97M-V/def2-TZVPD) on 8 unconnected molecules or ions with the total composition C31H33ClF7N3O25.

Results
Frontier orbital gap in eV: 9.924
HOMO energy in hartree: -0.381
Spin multiplicity: 1
Electronic energy in eV: -119880.1625

Element x y z (Å)
C 6.889 -0.627 -5.760
C 5.936 0.668 -6.000
O 6.357 1.856 -6.090
N 4.461 0.350 -6.089
C 3.897 0.728 -7.424
C 3.727 0.964 -4.943
C 4.654 0.674 -3.632
N 5.277 0.436 -2.613
C 3.423 2.537 -5.083
C 3.719 3.400 -3.750
C 5.258 3.934 -3.673
O 5.772 4.661 -4.580
O 6.106 3.537 -2.559
C 2.380 0.053 -4.700
O 1.257 0.461 -5.496
Cl 2.903 -1.700 -5.075
C 1.915 0.109 -3.146
N 1.527 -0.061 -2.011
H 6.448 -1.448 -6.455
H 7.991 -0.413 -5.987
H 6.692 -0.952 -4.675
H 4.657 1.364 -8.025
H 3.800 -0.263 -8.028
H 2.846 1.180 -7.399
H 4.064 3.024 -5.923
H 2.326 2.780 -5.382
H 3.367 2.912 -2.776
H 3.091 4.373 -3.859
H 6.547 2.674 -2.799
H 1.159 -0.242 -6.190
O 5.745 3.321 3.672
C 5.429 3.537 2.531
O 6.012 2.944 1.453
C 5.273 3.360 0.312
C 4.652 4.636 0.780
F 3.447 4.834 0.195
O 4.449 4.409 2.161
H 4.530 2.596 0.063
H 5.927 3.506 -0.548
H 5.282 5.520 0.641
O -3.808 0.689 -3.912
C -3.256 0.127 -3.006
O -1.914 0.182 -2.777
C -1.684 -0.498 -1.551
C -2.872 -1.396 -1.454
F -3.223 -1.598 -0.161
O -3.894 -0.651 -2.087
H -1.637 0.231 -0.736
H -0.746 -1.051 -1.580
H -2.751 -2.358 -1.960
O 0.730 -0.658 4.574
C 1.087 0.474 4.392
O 2.152 1.050 5.017
C 2.318 2.334 4.433
C 0.955 2.621 3.895
F 1.024 3.380 2.776
O 0.471 1.341 3.540
H 3.080 2.279 3.651
H 2.634 3.066 5.178
H 0.275 3.085 4.616
O -0.160 -3.078 -1.628
C 0.380 -3.309 -0.580
O -0.046 -4.251 0.307
C 0.926 -4.304 1.341
C 1.565 -2.957 1.249
F 2.870 -3.013 1.603
O 1.487 -2.656 -0.130
H 1.627 -5.119 1.139
H 0.458 -4.477 2.312
H 1.057 -2.177 1.824
O -3.439 -4.384 7.327
C -3.085 -3.253 7.145
O -2.020 -2.674 7.770
C -1.856 -1.390 7.187
C -3.221 -1.106 6.650
F -3.154 -0.346 5.531
O -3.702 -2.386 6.294
H -1.095 -1.441 6.403
H -1.542 -0.657 7.933
H -3.898 -0.647 7.370
O -8.199 -4.179 -3.600
C -7.829 -3.060 -3.820
O -6.751 -2.480 -3.220
C -6.571 -1.216 -3.844
C -7.935 -0.927 -4.381
F -7.865 -0.203 -5.523
O -8.439 -2.210 -4.693
H -5.817 -1.304 -4.631
H -6.240 -0.467 -3.124
H -8.603 -0.433 -3.670
O -9.965 -0.680 8.841
C -8.966 -1.181 8.411
O -8.921 -2.404 7.810
C -7.596 -2.571 7.329
C -6.818 -1.644 8.206
F -5.754 -1.125 7.542
O -7.733 -0.602 8.469
H -7.554 -2.288 6.273
H -7.270 -3.608 7.427
H -6.486 -2.089 9.148